No. 1
This record from the Open Molecules 2025 dataset describes a structure of composition C7H10INV. The level of theory is ωB97M-V with the def2-TZVPD basis set.

The total charge is 0. The expectation value of S² is 0.756. The value obtained for the LUMO energy (alpha / beta) is -0.020 / -0.012 hartree. Its spin multiplicity is 2. Its largest force on an atom is 5.50 eV/Å.

```
20
Properties=species:S:1:pos:R:3:forces:R:3
C -0.906 1.282 -1.592 -0.298 -0.240 -1.090
C 0.469 1.055 -1.811 -0.225 0.061 -1.361
C 1.195 2.178 -1.339 0.655 -0.069 -1.051
C 0.257 3.126 -0.821 0.185 1.083 0.067
C -1.050 2.543 -0.959 -1.375 0.825 -0.604
V 0.131 1.471 0.211 1.607 -2.227 4.337
N -0.518 -2.230 0.263 -0.555 5.031 2.144
C -0.704 -3.438 -0.255 1.757 -2.264 -1.663
C 0.693 -2.607 -0.442 -2.281 -1.033 0.655
H 2.272 2.222 -1.325 -0.033 0.198 0.075
H 0.861 0.182 -2.317 0.106 0.056 0.354
H 0.496 4.000 -0.226 -0.023 0.080 -0.400
H -1.986 2.951 -0.606 0.046 0.155 -0.177
H -1.694 0.617 -1.915 0.008 0.019 0.249
H 0.986 -2.239 -1.422 -0.498 -0.057 0.016
H -1.302 -3.510 -1.154 -0.013 -0.442 -0.231
H -1.227 -1.495 0.086 1.383 -0.363 -0.460
H 1.497 -2.800 0.254 0.062 -0.140 -0.158
H -0.781 -4.217 0.489 0.121 -0.671 -0.328
I 1.908 1.256 2.221 -0.628 0.000 -0.374
```
Positions in Å, forces in eV/Å.

For each atom in turn, the natural (NBO) charge in e is: C -0.324; C -0.297; C -0.319; C -0.357; C -0.389; V 0.904; N -0.646; C -0.195; C -0.265; H 0.259; H 0.248; H 0.254; H 0.248; H 0.245; H 0.188; H 0.171; H 0.362; H 0.206; H 0.184; I -0.477


No. 2
This record from the Open Molecules 2025 dataset describes the ion C7H10N with charge +1. The level of theory is ωB97M-V with the def2-TZVPD basis set.

The total charge is +1. The value obtained for the LUMO energy is -0.174 hartree. Its largest force on an atom is 3.42 eV/Å.

```
18
Properties=species:S:1:pos:R:3:forces:R:3
C -1.285 0.234 -1.267 -0.274 1.266 -2.248
C 0.864 1.876 -2.051 0.332 0.674 -3.339
C -0.171 -0.586 -0.960 1.667 0.005 1.990
C -0.061 -0.423 1.469 0.380 -0.583 2.463
C 0.032 0.955 -1.228 -0.123 -1.330 -0.149
C 0.895 1.870 -0.586 0.483 0.272 0.999
C 0.189 -1.195 2.768 -0.166 1.504 -2.606
N -0.016 -1.119 0.406 -0.195 0.621 -0.122
H -1.606 0.169 -2.278 -0.495 -0.256 -0.739
H -2.080 0.513 -0.650 -0.812 0.116 1.483
H 1.792 1.672 -2.780 -1.845 0.245 2.149
H 0.220 2.677 -2.601 0.922 -1.316 1.229
H 0.365 -1.211 -1.610 0.095 -0.783 -1.220
H -0.222 0.663 1.525 0.082 -0.473 -0.602
H -0.550 -0.966 3.471 -1.363 -0.250 1.064
H 1.069 -0.816 3.169 1.821 1.138 0.867
H 0.453 -2.197 2.557 -0.509 -1.363 0.036
H 0.113 -2.118 0.646 -0.003 0.513 -1.256
```
Positions in Å, forces in eV/Å.

For each atom in turn, the natural (NBO) charge in e is: C -0.365; C -0.551; C -0.015; C 0.315; C -0.278; C 0.176; C -0.670; N -0.421; H 0.261; H 0.257; H 0.277; H 0.289; H 0.254; H 0.263; H 0.268; H 0.270; H 0.225; H 0.445


No. 3
This record from the Open Molecules 2025 dataset describes the ion C7H10N with charge +1. The level of theory is ωB97M-V with the def2-TZVPD basis set.

The total charge is +1. The value obtained for the LUMO energy (alpha / beta) is -0.147 / -0.264 hartree. Its largest force on an atom is 3.58 eV/Å.

```
18
Properties=species:S:1:pos:R:3:forces:R:3
C -1.846 0.067 -0.723 -0.181 -2.384 -0.259
C -0.306 1.619 -0.860 0.955 -2.115 2.040
C -0.763 -0.404 0.095 -0.658 3.513 -0.204
C -1.534 1.223 -1.336 -1.358 0.032 -0.242
C 2.384 -0.171 -0.218 1.981 -2.797 0.856
C -0.792 -1.513 1.024 0.304 -2.992 -0.495
C 1.403 0.462 0.658 1.122 0.758 1.691
N 0.130 0.657 0.059 -1.533 -1.693 -0.971
H -2.630 -0.632 -0.916 -0.810 0.264 -0.153
H 0.296 2.441 -1.062 0.891 1.359 -0.349
H -2.207 1.709 -1.997 -0.004 0.590 -0.506
H 3.092 -0.940 0.268 -1.025 1.614 -0.708
H -1.625 -2.266 0.686 1.931 1.108 0.237
H -1.215 -1.250 2.001 0.600 0.425 0.088
H 0.270 -2.006 1.093 -2.270 0.652 0.172
H 1.705 1.503 0.887 0.385 -0.489 0.650
H 2.343 -0.316 -1.281 -0.422 0.517 -0.349
H 1.294 -0.183 1.622 0.093 1.638 -1.498
```
Positions in Å, forces in eV/Å.

For each atom in turn, the natural (NBO) charge in e is: C -0.169; C 0.193; C 0.401; C -0.249; C -0.286; C -0.732; C -0.319; N -0.353; H 0.247; H 0.241; H 0.270; H 0.206; H 0.283; H 0.299; H 0.275; H 0.246; H 0.201; H 0.248


No. 4
This record from the Open Molecules 2025 dataset describes a structure of composition C7H10N. The level of theory is ωB97M-V with the def2-TZVPD basis set.

The total charge is +1. The value obtained for the LUMO energy is -0.157 hartree. Its largest force on an atom is 3.50 eV/Å.

```
18
Properties=species:S:1:pos:R:3:forces:R:3
C -0.889 1.673 -1.518 -1.066 1.415 0.269
C -0.204 0.593 -1.142 0.166 -1.251 0.661
C -1.017 0.347 0.013 0.766 0.138 -1.042
C -2.037 1.378 -0.421 -0.284 2.155 0.838
C 0.680 -0.584 -0.697 0.550 1.694 1.011
C 2.155 -0.615 -0.445 1.591 -1.589 -0.858
C -0.155 -1.047 1.905 2.613 -1.181 2.005
N -0.256 -0.535 0.598 -0.697 1.426 -1.418
H -0.728 2.586 -2.156 -0.208 -1.350 0.568
H -2.436 2.200 0.247 1.046 -0.826 -0.390
H -2.935 0.913 -0.753 -0.556 -0.528 -0.829
H 0.332 -1.423 -1.216 -0.180 -1.447 -0.816
H 2.692 0.286 -0.090 -0.924 -0.385 0.241
H 2.749 -0.853 -1.455 -1.499 0.033 2.204
H 2.217 -1.498 0.312 0.722 1.466 -1.372
H 0.057 -2.204 1.791 -0.562 2.393 0.864
H -0.959 -0.737 2.590 -0.339 -0.636 -0.789
H 0.732 -0.481 2.439 -1.139 -1.528 -1.148
```
Positions in Å, forces in eV/Å.

For each atom in turn, the natural (NBO) charge in e is: C -0.023; C -0.103; C 0.392; C -0.437; C 0.022; C -0.661; C -0.455; N -0.266; H 0.260; H 0.258; H 0.254; H 0.237; H 0.254; H 0.272; H 0.241; H 0.251; H 0.261; H 0.243


Energy relative to the best compared isomer or geometry (same formula, charge and spin)
In order: 3.6152, 5.8125, 2.9973, 4.3993
Unit: eV
DFT total energy
In order: -1569.01648, -326.98741, -327.09087, -327.03935
Unit: a.u.